A 10-piece molecular cluster, C34H66B2Br18FNO5P overall in a non-equilibrium geometry. Source: the Open Molecules 2025 dataset; level of theory: ωB97M-V/def2-TZVPD.

Each line ends with the Löwdin charge.
Positions of all 128 atoms, in Å:
C1 2.2329 0.5431 0.9262  -0.055
C2 2.0863 -0.5232 0.3902  -0.115
C3 2.1820 -1.7915 -0.3495  -0.212
C4 1.6504 -1.7084 -1.7949  -0.226
C5 2.1127 -0.4717 -2.6118  -0.075
B1 0.8978 0.1374 -3.5342  -0.791
C6 0.2250 -1.0593 -4.4708  -0.076
C7 1.1918 -1.5293 -5.5460  -0.204
F1 0.8531 -2.8115 -6.0487  -0.110
O1 1.5037 1.0656 -4.5879  -0.042
C8 0.9953 2.3200 -4.2741  -0.431
P1 1.1606 3.6190 -5.5769  0.918
C9 2.7654 3.2451 -6.3985  -0.288
O2 1.5065 5.0474 -4.7733  -0.360
C10 -0.3394 2.1646 -3.4808  -0.300
C11 -1.6244 1.7578 -4.3033  0.001
C12 -2.5041 0.8021 -3.5205  -0.403
O3 -2.7270 -0.3071 -3.9363  0.111
N1 -3.0682 1.2451 -2.2693  -0.162
C13 -2.6102 0.4188 -1.1523  -0.092
C14 -4.5237 1.2390 -2.3030  -0.085
B2 -0.7805 3.4316 -2.6268  -0.413
O4 -0.9951 4.6270 -3.3352  0.087
C15 -0.9689 3.4641 -1.0653  -0.119
C16 0.3470 3.0977 -0.2976  -0.090
O5 -0.0351 0.9749 -2.7473  0.009
H1 2.4054 1.5457 1.2120  -0.013
H2 3.1813 -2.2266 -0.2592  0.061
H3 1.5180 -2.4821 0.1942  0.063
H4 1.9490 -2.5953 -2.3653  0.100
H5 0.5557 -1.7021 -1.7701  0.039
H6 2.8816 -0.8135 -3.3195  0.080
H7 2.5899 0.3007 -1.9993  0.093
H8 -0.1321 -1.9180 -3.8918  0.037
H9 -0.6537 -0.6989 -5.0137  0.077
H10 1.1307 -0.8427 -6.3920  0.107
H11 2.2279 -1.5734 -5.2027  0.101
H12 1.6971 2.6806 -3.4653  0.134
H13 2.9133 3.9445 -7.2217  0.008
H14 2.8243 2.2106 -6.7358  0.038
H15 3.5802 3.4420 -5.6889  -0.013
H16 2.0008 4.8138 -3.9701  0.054
H17 -2.2479 2.6557 -4.4622  0.116
H18 -1.4239 1.3470 -5.2902  0.129
H19 -2.8635 0.9377 -0.2212  0.085
H20 -1.5374 0.2376 -1.1835  0.088
H21 -3.1164 -0.5586 -1.1062  0.028
H22 -4.9546 0.3055 -2.6917  0.087
H23 -4.8777 1.3490 -1.2748  0.080
H24 -4.9430 2.0780 -2.8665  0.081
H25 -1.8813 4.6839 -3.7009  0.098
H26 -1.7774 2.8233 -0.7172  0.072
H27 -1.2474 4.4850 -0.7740  0.090
H28 0.2602 2.0810 0.0819  0.049
H29 1.1925 3.1484 -0.9863  0.068
H30 0.4839 3.7544 0.5630  0.064
Br1 -1.6349 -3.2559 -1.9495  0.744
C17 -0.5865 -4.5902 -1.0126  -0.666
C18 -1.2505 -5.0045 0.2740  -0.705
Br2 -1.0258 -3.6455 1.6500  0.604
H31 0.4027 -4.1659 -0.8631  0.033
H32 -0.5161 -5.4349 -1.6956  0.060
H33 -0.7841 -5.9021 0.6779  0.057
H34 -2.3142 -5.1689 0.1620  -0.026
Br3 5.2029 -3.4956 -2.0453  0.666
C19 6.2753 -4.8230 -1.1183  -0.706
C20 5.6039 -5.2883 0.1467  -0.704
Br4 5.7544 -3.9680 1.5674  0.606
H35 7.2483 -4.3763 -0.9405  0.046
H36 6.3804 -5.6497 -1.8183  0.053
H37 6.0915 -6.1818 0.5319  0.051
H38 4.5449 -5.4837 0.0108  0.049
Br5 -4.3083 -5.6010 1.9921  0.650
C21 -5.0734 -4.0476 2.8755  -0.712
C22 -5.9279 -3.2433 1.9317  -0.693
Br6 -4.8430 -2.1954 0.7059  0.646
H39 -4.2442 -3.4812 3.2847  -0.001
H40 -5.6750 -4.4475 3.6897  0.040
H41 -6.5235 -2.5196 2.4850  0.055
H42 -6.5814 -3.8619 1.3247  0.047
Br7 0.4172 3.1700 5.2187  0.592
C23 2.0971 2.4968 5.9315  -0.698
C24 3.1388 2.3618 4.8524  -0.681
Br8 2.8181 0.7986 3.7352  0.741
H43 1.8759 1.5545 6.4221  0.048
H44 2.4055 3.2284 6.6760  0.055
H45 4.1227 2.2090 5.2923  0.053
H46 3.1697 3.2205 4.1889  0.050
Br9 6.1418 3.4777 -3.8118  0.624
C25 7.1768 3.7750 -5.4308  -0.699
C26 7.2124 5.2326 -5.8078  -0.698
Br10 5.5365 5.8032 -6.6094  0.622
H47 6.7381 3.1519 -6.2040  0.052
H48 8.1783 3.4168 -5.2006  0.052
H49 7.9704 5.4119 -6.5678  0.052
H50 7.3935 5.8831 -4.9581  0.048
Br11 -5.1161 -2.1819 7.3831  0.603
C27 -5.0707 -4.0916 7.0081  -0.696
C28 -3.6784 -4.6501 7.1128  -0.709
Br12 -2.5962 -4.1871 5.5630  0.649
H51 -5.5041 -4.2272 6.0230  0.030
H52 -5.7195 -4.5454 7.7548  0.048
H53 -3.7088 -5.7358 7.1256  -0.022
H54 -3.1434 -4.2939 7.9874  0.054
Br13 -4.7931 -7.8256 8.6346  0.649
C29 -3.6357 -9.2088 7.9034  -0.682
C30 -2.3577 -9.3252 8.6885  -0.700
Br14 -1.1359 -7.8709 8.2707  0.624
H55 -3.4680 -8.9603 6.8602  0.055
H56 -4.2119 -10.1293 7.9672  0.057
H57 -1.8276 -10.2361 8.4187  0.057
H58 -2.5195 -9.3047 9.7614  0.049
Br15 0.5765 10.8995 -3.7823  0.571
C31 0.6348 9.2731 -4.8597  -0.691
C32 1.3961 8.1710 -4.1786  -0.690
Br16 3.3211 8.4586 -4.2750  0.586
H59 1.0632 9.5499 -5.8174  0.048
H60 -0.4050 8.9850 -4.9961  0.057
H61 1.2250 7.2206 -4.6806  0.027
H62 1.1459 8.0711 -3.1275  0.056
Br17 -2.1633 4.9431 8.3362  0.589
C33 -3.4047 3.6662 7.5525  -0.696
C34 -3.5054 2.4122 8.3795  -0.701
Br18 -1.9551 1.2687 8.1275  0.596
H63 -3.0631 3.4753 6.5400  0.047
H64 -4.3631 4.1804 7.5217  0.055
H65 -4.3574 1.8142 8.0626  0.053
H66 -3.5818 2.6140 9.4430  0.047

ΔE to the lowest compared entry with this formula, charge and spin = 0.00 kJ/mol
strongest force on any atom = 2.290 eV Å⁻¹
lowest unoccupied orbital energy = 1.289 eV
HOMO-LUMO gap = 5.8 eV
DFT total energy = -1322182.9762 eV
HOMO level = -4.6 eV
total charge = -1

=====

C5H11NO2 as an isolated structure in a non-equilibrium geometry. Source: the Open Molecules 2025 dataset; level of theory: ωB97M-V/def2-TZVPD.

Each line ends with the Löwdin charge.
Positions of all 19 atoms, in Å:
C1 1.2906 0.6533 -0.1147  -0.172
C2 2.4518 -0.1948 -0.6459  -0.295
O1 3.4548 -0.3108 0.3500  -0.075
C3 0.3976 -0.0397 0.9986  -0.278
N1 -0.5511 -0.9776 0.5134  -0.085
C4 -1.3966 -0.2541 -0.5082  -0.095
C5 -2.8976 0.1142 -0.0889  -0.270
O2 -3.5428 1.1056 -0.5445  -0.030
H1 1.7656 1.5805 0.3393  0.128
H2 0.5729 0.9190 -0.9476  0.103
H3 2.9633 0.1969 -1.6128  0.134
H4 2.0456 -1.2693 -0.8744  0.132
H5 4.1669 -0.7837 -0.0201  0.054
H6 -0.0992 0.8092 1.5359  0.114
H7 0.9537 -0.5355 1.8093  0.120
H8 -0.4854 -2.0159 0.6620  0.144
H9 -1.2335 -0.2335 -1.5722  0.117
H10 -1.7693 0.6855 0.1681  0.133
H11 -3.3933 -0.5421 0.6290  0.123

ΔE to the lowest compared entry with this formula, charge and spin = 523.09 kJ/mol
strongest force on any atom = 5.108 eV Å⁻¹
lowest unoccupied orbital energy = 0.681 eV
HOMO-LUMO gap = 9.6 eV
DFT total energy = -10943.8455 eV
HOMO level = -9.0 eV
total charge = 0

=====

C25H23BrN4RuS2Si as an isolated structure in a non-equilibrium geometry. Source: the Open Molecules 2025 dataset; level of theory: ωB97M-V/def2-TZVPD.

Each line ends with the Löwdin charge.
Positions of all 57 atoms, in Å:
Ru1 1.0366 0.6638 -0.1172  0.793
C1 -0.5055 2.7681 4.4630  -0.421
S1 0.8277 1.5594 4.5357  0.904
C2 1.0767 1.1343 2.8713  -1.031
S2 0.0692 1.8261 1.6054  0.644
N1 2.0188 0.2547 2.6932  -0.060
N2 2.1812 -0.0660 1.3695  -0.179
C3 3.2231 -0.7265 1.0296  -0.035
C4 3.3516 -1.0931 -0.3797  -0.243
C5 4.3137 -1.9869 -0.8100  0.012
C6 4.3143 -2.3907 -2.1375  -0.018
C7 3.3430 -1.8968 -2.9872  -0.024
C8 2.4254 -0.9862 -2.4876  -0.116
N3 2.4373 -0.5634 -1.2244  -0.009
H1 -0.6865 3.0432 5.5007  0.042
H2 -1.4112 2.3398 4.0411  0.022
H3 -0.2077 3.6518 3.9050  0.034
H4 3.9534 -1.0293 1.7715  0.143
H5 5.0365 -2.3749 -0.1056  0.128
H6 5.0526 -3.0959 -2.4945  0.124
H7 3.2874 -2.2031 -4.0217  0.119
H8 1.6430 -0.5841 -3.1182  0.111
C9 0.7024 -4.2880 2.0254  -0.074
C10 0.7837 -4.2624 0.6444  -0.082
C11 0.2711 -3.1745 -0.0576  -0.132
C12 -0.3238 -2.1038 0.6109  -0.334
C13 -0.4049 -2.1550 2.0100  -0.108
C14 0.0973 -3.2337 2.7093  -0.069
Si1 -0.9140 -0.6598 -0.4161  0.660
C15 -2.5773 0.0617 -0.0118  -0.351
C16 -3.4404 0.2933 -1.0904  -0.131
C17 -4.7045 0.8316 -0.8966  -0.081
C18 -5.1314 1.1376 0.3863  -0.068
C19 -4.2948 0.9041 1.4701  -0.067
C20 -3.0286 0.3763 1.2730  -0.121
H9 1.0984 -5.1309 2.5770  0.107
H10 1.2329 -5.0898 0.1101  0.105
H11 0.3227 -3.1740 -1.1414  0.088
H12 -0.8565 -1.3390 2.5591  0.087
H13 0.0262 -3.2590 3.7888  0.110
H14 -0.9425 -1.0869 -1.8392  0.000
H15 -3.1239 0.0432 -2.0979  0.095
H16 -5.3553 1.0050 -1.7437  0.109
H17 -6.1178 1.5535 0.5448  0.110
H18 -4.6321 1.1351 2.4723  0.109
H19 -2.3872 0.2199 2.1298  0.071
Br1 -3.0101 4.3129 -2.1623  0.822
C21 -1.3558 3.4740 -2.4437  -0.654
C22 -0.5565 3.8015 -3.5241  -0.076
C23 0.6557 3.1409 -3.6552  -0.029
C24 1.0117 2.1881 -2.7234  -0.125
N4 0.2286 1.8611 -1.6830  -0.108
C25 -0.9336 2.5115 -1.5437  -0.203
H20 -0.8663 4.5572 -4.2325  0.118
H21 1.3281 3.3688 -4.4699  0.120
H22 1.9635 1.6825 -2.7886  0.096
H23 -1.5457 2.2527 -0.6924  0.065

ΔE to the lowest compared entry with this formula, charge and spin = 0.00 kJ/mol
strongest force on any atom = 1.129 eV Å⁻¹
lowest unoccupied orbital energy (alpha / beta) = -4.075 / -4.168 eV
HOMO-LUMO gap (alpha / beta) = 7.0 / 6.8 eV
spin multiplicity = 2
DFT total energy = -134426.6529 eV
HOMO level (alpha / beta) = -11.1 / -10.9 eV
total charge = +1

=====

A 2-piece molecular cluster, C3H9N2O overall in a non-equilibrium geometry. Source: the Open Molecules 2025 dataset; level of theory: ωB97M-V/def2-TZVPD.

Each line ends with the Löwdin charge.
Positions of all 15 atoms, in Å:
C1 0.1439 -0.7187 -2.3379  -0.006
C2 0.0482 0.2465 -1.1834  -0.549
N1 1.2121 0.3170 -0.3604  0.093
O1 -0.9159 0.9099 -0.9195  0.079
H1 0.2064 -0.1718 -3.2792  0.090
H2 -0.7447 -1.3464 -2.3832  0.088
H3 1.0128 -1.3724 -2.2786  0.072
H4 1.3735 1.3077 -0.1992  0.118
H5 2.0180 -0.0771 -0.8318  0.093
C3 -0.9511 0.0661 2.4211  -0.138
N2 0.1965 -0.6082 2.0999  -0.045
H6 -1.4276 -0.0303 3.3827  0.018
H7 -1.5051 0.5587 1.6376  0.013
H8 0.7155 -0.3641 1.2578  0.008
H9 0.6655 -1.1842 2.7738  0.066

ΔE to the lowest compared entry with this formula, charge and spin = 0.00 kJ/mol
strongest force on any atom = 1.737 eV Å⁻¹
lowest unoccupied orbital energy (alpha / beta) = 0.681 / 0.666 eV
HOMO-LUMO gap (alpha / beta) = 6.1 / 10.8 eV
spin multiplicity = 2
DFT total energy = -8283.1385 eV
HOMO level (alpha / beta) = -5.4 / -10.1 eV
total charge = 0